No. 1
ORCA calculation (ωB97M-V/def2-TZVPD) on C32H39N10O8PrS3 as an isolated structure at a distorted geometry.

Structure (XYZ):
```
93
Properties=species:S:1:pos:R:3
Pr -0.2201 0.2578 -0.7105
C 0.4236 -0.6224 4.0353
C 0.3706 -0.7860 2.5471
N -0.5620 -0.2666 1.8447
N -1.4078 0.5910 2.5028
C -2.3103 1.3139 1.7776
N -2.7103 2.4364 2.3846
S -2.9655 0.7913 0.3210
C 1.4482 -1.4884 1.7923
C 2.3825 -2.2926 2.4141
C 3.3667 -2.9083 1.6425
C 3.3826 -2.7069 0.2830
C 2.4160 -1.8695 -0.2603
N 1.4898 -1.2655 0.4657
H -0.5613 -0.8101 4.4655
H 0.7134 0.4029 4.2878
H 1.1378 -1.2885 4.5059
H -0.9975 1.0674 3.2967
H -2.1230 2.8591 3.0891
H -3.3402 3.0262 1.8681
H 2.3532 -2.4579 3.4801
H 4.1048 -3.5436 2.1147
H 4.1297 -3.1501 -0.3589
H 2.3975 -1.6875 -1.3287
C -1.4495 -0.4401 -6.8856
C -2.4100 -1.0336 -5.8670
N -1.7512 -1.9914 -4.9793
C -1.8517 -3.3988 -5.3813
C -3.1126 -4.0542 -4.8418
C -1.1442 -1.6222 -3.8479
S -1.0336 0.0463 -3.4562
N -0.5940 -2.6584 -3.1528
C -0.4842 -2.6790 -1.8498
O -0.9884 -1.8347 -1.0361
C 0.2631 -3.8440 -1.2760
C 1.1444 -4.5865 -2.0547
C 1.8428 -5.6453 -1.4945
C 1.6520 -5.9761 -0.1581
C 0.7620 -5.2442 0.6173
C 0.0736 -4.1768 0.0609
H -1.9878 0.2151 -7.5718
H -0.9674 -1.2249 -7.4721
H -0.6806 0.1451 -6.3818
H -3.2115 -1.5747 -6.3714
H -2.8626 -0.2509 -5.2622
H -0.9737 -3.9216 -5.0153
H -1.8362 -3.4181 -6.4725
H -3.1011 -4.0443 -3.7515
H -3.1737 -5.0907 -5.1768
H -4.0106 -3.5346 -5.1810
H 1.2757 -4.3210 -3.0953
H 2.5306 -6.2198 -2.1020
H 2.1934 -6.8071 0.2763
H 0.6020 -5.5083 1.6553
H -0.6212 -3.5909 0.6497
O -0.6647 2.4391 -1.3129
C 0.5836 2.5755 -1.2123
O 1.3718 1.6594 -1.5986
C 1.0561 3.6422 -0.2787
C 1.4298 4.9193 -0.5491
C 1.6953 5.7746 0.5296
C 1.5492 5.3747 1.8262
C 1.1373 4.0743 2.0939
C 0.9209 3.1280 1.0576
O 0.6406 1.8984 1.2122
N 0.9169 3.7238 3.4843
O 1.5900 4.2504 4.3290
O 0.0597 2.8972 3.7550
N 2.0803 7.1602 0.2570
O 2.1974 7.9229 1.1971
O 2.2602 7.4744 -0.9065
H 1.5275 5.2932 -1.5589
H 1.7202 6.0714 2.6343
C 2.5059 0.8421 -4.5840
N 3.6873 0.3239 -3.8950
C 3.9231 -1.0860 -4.1333
C 4.1789 0.9285 -2.7705
S 4.7262 0.0525 -1.4364
N 4.2244 2.2750 -2.7760
C 4.4616 2.9946 -1.5325
C 4.2253 3.0872 -3.9835
H 1.7790 0.0330 -4.6756
H 2.7327 1.2166 -5.5848
H 2.0331 1.6227 -3.9968
H 4.0036 -1.2471 -5.2103
H 3.0961 -1.6999 -3.7568
H 4.8412 -1.3994 -3.6478
H 3.8306 2.5956 -0.7421
H 4.2129 4.0416 -1.6980
H 5.5034 2.9087 -1.2179
H 4.5104 2.4852 -4.8417
H 4.9682 3.8760 -3.8641
H 3.2580 3.5555 -4.1785
```

**LUMO (alpha / beta)**: -0.55 / -0.55 eV
**<S²>**: 2.002
**Max |F|**: 1.833 eV/Å
**Energy relative to the best compared isomer or geometry (same formula, charge and spin)**: 19.74 kJ/mol
**Spin multiplicity**: 3
**Charge**: 0
**Frontier orbital gap (alpha / beta)**: 0.267 / 0.268 Ha

Per-atom Löwdin charges, elementary charge units: number 1, Pr, carries 0.8691; number 2, C, carries 0.0102; number 3, C, carries -0.2233; number 4, N, carries 0.0097; number 5, N, carries 0.0119; number 6, C, carries -0.8109; number 7, N, carries 0.1414; number 8, S, carries 0.7591; number 9, C, carries -0.1853; number 10, C, carries 0.0079; number 11, C, carries -0.0300; number 12, C, carries -0.0495; number 13, C, carries -0.1562; number 14, N, carries 0.0539; number 15, H, carries 0.1003; number 16, H, carries 0.0933; number 17, H, carries 0.0704; number 18, H, carries 0.1021; number 19, H, carries 0.0951; number 20, H, carries 0.1081; number 21, H, carries 0.1046; number 22, H, carries 0.1171; number 23, H, carries 0.1181; number 24, H, carries 0.0998; number 25, C, carries -0.0784; number 26, C, carries -0.2492; number 27, N, carries -0.1223; number 28, C, carries -0.2063; number 29, C, carries -0.0676; number 30, C, carries -0.6484; number 31, S, carries 0.7892; number 32, N, carries 0.1197; number 33, C, carries -0.4427; number 34, O, carries -0.2127; number 35, C, carries -0.1520; number 36, C, carries -0.0303; number 37, C, carries -0.0774; number 38, C, carries -0.0857; number 39, C, carries -0.0767; number 40, C, carries -0.0253; number 41, H, carries 0.0777; number 42, H, carries 0.0737; number 43, H, carries 0.0494; number 44, H, carries 0.1150; number 45, H, carries 0.0849; number 46, H, carries 0.1057; number 47, H, carries 0.1172; number 48, H, carries 0.0750; number 49, H, carries 0.0759; number 50, H, carries 0.0717; number 51, H, carries 0.1086; number 52, H, carries 0.1031; number 53, H, carries 0.1024; number 54, H, carries 0.1058; number 55, H, carries 0.1216; number 56, O, carries -0.0917; number 57, C, carries -0.6037; number 58, O, carries -0.0977; number 59, C, carries -0.0424; number 60, C, carries 0.0670; number 61, C, carries -0.1454; number 62, C, carries 0.0754; number 63, C, carries -0.0478; number 64, C, carries -0.2670; number 65, O, carries -0.0628; number 66, N, carries -0.3385; number 67, O, carries 0.1058; number 68, O, carries 0.0268; number 69, N, carries -0.3614; number 70, O, carries 0.0687; number 71, O, carries 0.0611; number 72, H, carries 0.1340; number 73, H, carries 0.1343; number 74, C, carries -0.0648; number 75, N, carries -0.2024; number 76, C, carries -0.0989; number 77, C, carries -0.7732; number 78, S, carries 0.6880; number 79, N, carries -0.2000; number 80, C, carries -0.0958; number 81, C, carries -0.0489; number 82, H, carries 0.0661; number 83, H, carries 0.0890; number 84, H, carries 0.0717; number 85, H, carries 0.0901; number 86, H, carries 0.0783; number 87, H, carries 0.0515; number 88, H, carries 0.0604; number 89, H, carries 0.0837; number 90, H, carries 0.0820; number 91, H, carries 0.0871; number 92, H, carries 0.0923; number 93, H, carries 0.0908

---

No. 2
ORCA calculation (ωB97M-V/def2-TZVPD) on a 12-piece molecular cluster, C41H76Cl22NO4 overall at a distorted geometry.

Structure (XYZ):
```
144
Properties=species:S:1:pos:R:3
C -1.5396 -3.9411 -0.9458
C -2.4862 -2.7994 -1.5885
C -1.5582 -1.8234 -2.5009
C -2.3204 -0.4941 -2.9834
N -1.9134 0.0221 -4.3345
C -0.4547 0.4377 -4.4081
C 0.0302 0.6215 -5.9568
C 1.3119 1.6174 -6.0456
C 2.5061 0.8633 -5.2853
O 3.8227 1.1708 -5.7819
C 4.7910 0.1462 -5.3874
C 5.0066 0.3269 -3.7790
O 5.1317 1.7464 -3.5559
C 4.7201 2.1227 -2.2494
C 4.4698 3.6572 -2.0139
C 4.0544 4.1717 -0.6022
C 3.8617 3.2498 0.6469
C 3.4747 3.8303 2.1270
C 4.9165 4.3076 2.7460
C 2.9870 2.6169 3.0423
C 2.5493 5.1267 2.1010
C 1.0393 4.9657 2.5896
C 0.8728 4.8661 4.2147
C 0.3088 6.3833 2.2167
C 0.1773 3.8431 1.8037
C 4.1152 1.7092 0.3745
C 4.5311 1.1869 -1.0370
O -1.1197 1.1156 -6.6852
C -2.0215 -0.0200 -6.8316
C -2.1376 -0.9244 -5.4835
C -3.5719 -1.6536 -5.5004
C -3.3322 -3.2354 -5.3040
O -2.5026 -3.8117 -6.3574
C -1.4258 -4.5915 -5.7338
C -0.3696 -5.1525 -6.8025
H -2.0745 -4.9608 -0.8888
H -1.1341 -3.6384 0.0939
H -0.6064 -4.1071 -1.6121
H -2.9592 -2.2347 -0.7064
H -3.3266 -3.2891 -2.1851
H -1.0317 -2.3849 -3.3458
H -0.7202 -1.4734 -1.7833
H -3.4431 -0.6707 -2.8602
H -2.0518 0.3313 -2.2179
H -2.4606 0.8813 -4.5118
H 0.2512 -0.3356 -3.9469
H -0.3145 1.4444 -3.8836
H 0.3928 -0.3918 -6.3858
H 1.0300 2.5321 -5.3969
H 1.5487 1.9145 -7.1279
H 2.3443 -0.2789 -5.3611
H 2.4001 1.1204 -4.1603
H 5.7649 0.4364 -5.9360
H 4.4495 -0.9183 -5.6165
H 5.9805 -0.2172 -3.4718
H 4.0953 -0.1586 -3.2943
H 4.6053 4.4226 -2.8617
H 3.9193 5.2975 -0.4798
H 5.2738 5.2391 2.1953
H 5.6077 3.4001 2.6270
H 4.7101 4.4904 3.8658
H 2.1082 2.0639 2.5346
H 3.8729 1.8734 3.1035
H 2.7573 2.8983 4.1309
H 3.0404 5.9180 2.7889
H 2.5103 5.6363 1.0618
H 0.3619 5.8132 4.6289
H 1.9578 4.9162 4.6183
H 0.3648 3.8979 4.5436
H -0.6430 6.5442 2.8383
H 0.1632 6.5233 1.0939
H 1.0456 7.2051 2.5752
H 0.0959 2.9229 2.4937
H 0.5669 3.6008 0.7603
H -0.8998 4.2644 1.7465
H 4.0233 0.9068 1.1848
H 4.7180 0.0654 -1.1655
H -1.6459 -0.6486 -7.7263
H -3.0727 0.4183 -7.0266
H -1.3393 -1.7351 -5.4136
H -4.3354 -1.2061 -4.7804
H -3.9992 -1.5129 -6.5607
H -2.8427 -3.5124 -4.3111
H -4.3643 -3.7439 -5.3614
H -0.8259 -3.9624 -4.9685
H -1.9177 -5.4978 -5.2195
H -0.5110 -6.2815 -6.9247
H -0.4735 -4.6684 -7.8420
H 0.7078 -5.0133 -6.4126
C 2.4729 9.6016 4.4669
Cl 3.4695 8.1521 4.6583
Cl 0.9362 9.2206 3.6783
H 2.2707 10.0243 5.4504
H 3.0154 10.3281 3.8562
C 0.8651 -1.2779 2.7146
Cl -0.2092 -0.4021 3.8109
Cl 1.7461 -0.1625 1.6635
H 1.5813 -1.8507 3.3020
H 0.2708 -1.9516 2.0990
C -4.1280 -6.4337 0.8761
Cl -2.6779 -7.2498 0.2781
Cl -4.6835 -5.2021 -0.2668
H -4.9172 -7.1704 1.0148
H -3.8991 -5.9568 1.8250
C 5.0360 1.7647 -8.7184
Cl 5.4008 0.3115 -9.6580
Cl 6.4068 2.8803 -8.7081
H 4.1757 2.2652 -9.1608
H 4.8083 1.4745 -7.6940
C 0.9237 -6.6889 0.4650
Cl 2.2075 -6.2642 -0.6739
Cl 1.0686 -5.7642 1.9647
H -0.0411 -6.4714 0.0075
H 0.9917 -7.7510 0.6957
C 2.8595 13.3438 2.9513
Cl 3.9828 12.1209 3.5603
Cl 1.3316 13.3052 3.8383
H 3.3116 14.3276 3.0670
H 2.6625 13.1495 1.8981
C -5.6674 -8.4076 4.0148
Cl -4.1978 -7.4542 3.7730
Cl -7.0125 -7.7577 3.0698
H -5.4791 -9.4336 3.7025
H -5.9335 -8.3863 5.0704
C -9.7500 -10.4966 3.4285
Cl -10.5528 -11.4602 2.1841
Cl -8.1529 -11.1503 3.8126
H -9.6362 -9.4756 3.0669
H -10.3607 -10.5030 4.3300
C 0.1396 0.5323 7.6185
Cl 1.5881 1.5240 7.4073
Cl -1.2222 1.1888 6.7019
H 0.3481 -0.4777 7.2682
H -0.1230 0.5092 8.6750
C -1.2484 -2.5103 10.1755
Cl -0.0406 -1.2473 10.4412
Cl -2.5826 -1.9180 9.1789
H -0.7756 -3.3511 9.6701
H -1.6415 -2.8326 11.1385
C -6.0678 -2.7362 10.0796
Cl -5.0640 -4.1822 10.2396
Cl -7.6046 -3.1084 9.2899
H -6.2681 -2.3334 11.0713
H -5.5328 -1.9989 9.4830
```

**LUMO**: -2.34 eV
**Max |F|**: 4.154 eV/Å
**Spin multiplicity**: 1
**Charge**: +1
**Frontier orbital gap**: 0.265 Ha

These are the Löwdin partial charges, in e, on atoms 1 to 99: number 1, C, carries -0.1411; number 2, C, carries -0.2479; number 3, C, carries -0.1793; number 4, C, carries -0.1124; number 5, N, carries -0.0821; number 6, C, carries -0.0372; number 7, C, carries -0.2860; number 8, C, carries -0.0573; number 9, C, carries -0.2135; number 10, O, carries -0.2029; number 11, C, carries -0.1328; number 12, C, carries -0.1833; number 13, O, carries -0.1061; number 14, C, carries -0.1993; number 15, C, carries 0.0135; number 16, C, carries -0.0176; number 17, C, carries -0.0915; number 18, C, carries -0.4409; number 19, C, carries -0.0616; number 20, C, carries -0.0999; number 21, C, carries -0.1345; number 22, C, carries -0.4975; number 23, C, carries -0.0537; number 24, C, carries -0.1399; number 25, C, carries -0.0736; number 26, C, carries -0.0406; number 27, C, carries -0.0198; number 28, O, carries -0.1234; number 29, C, carries -0.1040; number 30, C, carries -0.2104; number 31, C, carries -0.0743; number 32, C, carries -0.1937; number 33, O, carries -0.1876; number 34, C, carries -0.2497; number 35, C, carries -0.0814; number 36, H, carries -0.0039; number 37, H, carries 0.0839; number 38, H, carries 0.0804; number 39, H, carries 0.1196; number 40, H, carries 0.0804; number 41, H, carries 0.0906; number 42, H, carries 0.1283; number 43, H, carries 0.1368; number 44, H, carries 0.1574; number 45, H, carries 0.1972; number 46, H, carries 0.1485; number 47, H, carries 0.1600; number 48, H, carries 0.1603; number 49, H, carries 0.1327; number 50, H, carries 0.1421; number 51, H, carries 0.1277; number 52, H, carries 0.1361; number 53, H, carries 0.1445; number 54, H, carries 0.1344; number 55, H, carries 0.1512; number 56, H, carries 0.1129; number 57, H, carries 0.1030; number 58, H, carries 0.0884; number 59, H, carries 0.0914; number 60, H, carries 0.0897; number 61, H, carries 0.0930; number 62, H, carries 0.0050; number 63, H, carries 0.0869; number 64, H, carries 0.0847; number 65, H, carries 0.0870; number 66, H, carries 0.1146; number 67, H, carries 0.0802; number 68, H, carries 0.0747; number 69, H, carries 0.0755; number 70, H, carries 0.0850; number 71, H, carries 0.0853; number 72, H, carries -0.0133; number 73, H, carries 0.0593; number 74, H, carries 0.0842; number 75, H, carries 0.0840; number 76, H, carries 0.0353; number 77, H, carries 0.0882; number 78, H, carries 0.1629; number 79, H, carries 0.1502; number 80, H, carries 0.1440; number 81, H, carries 0.1269; number 82, H, carries 0.1317; number 83, H, carries 0.0926; number 84, H, carries 0.1442; number 85, H, carries 0.1050; number 86, H, carries 0.1367; number 87, H, carries 0.0804; number 88, H, carries 0.0903; number 89, H, carries 0.0829; number 90, C, carries -1.0456; number 91, Cl, carries 0.5226; number 92, Cl, carries 0.5591; number 93, H, carries 0.0342; number 94, H, carries -0.1197; number 95, C, carries -0.9925; number 96, Cl, carries 0.5124; number 97, Cl, carries 0.5849; number 98, H, carries 0.0335; number 99, H, carries 0.0098

---

No. 3
ORCA calculation (ωB97M-V/def2-TZVPD) on C2H5N5O as an isolated structure at a distorted geometry.

Structure (XYZ):
```
13
Properties=species:S:1:pos:R:3
C 0.4084 0.6347 -0.2097
C -1.7066 -0.0893 -0.2008
H 2.9795 -0.5311 -0.7562
H 2.6882 -0.6633 0.9532
H -0.3135 2.0416 1.2077
H -2.5941 -1.8893 0.0527
H -0.2493 -1.4087 -0.3884
N 2.2767 -0.5962 -0.0445
N 1.6109 0.6641 0.0676
N -0.3890 1.8944 -0.1189
N -2.6249 -0.8602 0.2873
N -0.3471 -0.4491 -0.5867
O -1.7393 1.2522 -0.2634
```

**LUMO**: 0.30 eV
**Max |F|**: 5.704 eV/Å
**Energy relative to the best compared isomer or geometry (same formula, charge and spin)**: 408.21 kJ/mol
**Spin multiplicity**: 1
**Charge**: 0
**Frontier orbital gap**: 0.350 Ha

Per-atom Löwdin charges, elementary charge units: number 1, C, carries -0.4695; number 2, C, carries -0.4726; number 3, H, carries 0.0582; number 4, H, carries 0.1144; number 5, H, carries 0.2655; number 6, H, carries 0.0746; number 7, H, carries 0.1160; number 8, N, carries -0.0233; number 9, N, carries -0.0264; number 10, N, carries 0.1300; number 11, N, carries 0.1333; number 12, N, carries 0.1610; number 13, O, carries -0.0610